[1]
9
Properties=species:S:1:pos:R:3:forces:R:3:lowdin_charge:R:1 method="wB97M-V/def2-TZVPD" total_charge=-1 e_tot_ha=-603.73532 gap_ev="6.01 / 6.59" de_lowest_kcal_mol=116.2
N -3.176 -0.343 -0.376 -0.42 -0.28 -0.34 -0.22
N -1.845 -0.127 -0.409 0.94 0.67 -2.29 -0.54
O 0.488 0.571 0.262 1.48 0.47 -0.57 -0.68
O 2.838 -0.791 -0.409 -2.54 -0.42 -0.48 -0.20
P -0.738 -0.083 0.812 -0.94 -0.40 0.41 0.53
H -3.361 -0.360 0.622 -0.42 -0.04 0.27 -0.09
H 1.920 -0.520 -0.855 2.64 -0.54 2.09 0.06
H -1.463 0.109 -1.407 -0.87 -0.49 2.38 0.11
H 2.565 -1.260 0.429 0.12 1.04 -1.48 0.03

=====

[2]
9
Properties=species:S:1:pos:R:3:forces:R:3:lowdin_charge:R:1 method="wB97M-V/def2-TZVPD" total_charge=-1 e_tot_ha=-603.77172 gap_ev="8.67 / 8.59" de_lowest_kcal_mol=93.4
N 0.490 1.814 -0.005 -0.89 -1.84 -1.76 0.02
N -0.347 0.129 -1.033 0.89 2.43 1.05 -0.11
O 0.901 -0.936 1.075 0.26 0.36 0.32 -0.47
O -0.525 -2.365 -0.527 -0.20 0.09 -0.24 -0.45
P -0.282 -1.070 0.178 0.07 -0.79 0.19 0.12
H -0.348 1.934 0.563 0.01 -0.19 0.06 -0.04
H 1.098 1.194 0.531 -0.15 -0.22 0.24 -0.06
H 0.459 -0.032 -1.634 0.22 0.16 -0.15 -0.01
H -1.446 -0.667 0.853 -0.21 0.00 0.30 -0.01

=====

[3]
9
Properties=species:S:1:pos:R:3:forces:R:3:lowdin_charge:R:1 method="wB97M-V/def2-TZVPD" e_tot_ha=-551.66754 gap_ev="8.77 / 7.69" de_lowest_kcal_mol=92.9
N -0.752 1.021 -0.735 1.47 -1.56 0.66 -0.03
N 2.324 0.201 -0.004 2.19 1.16 0.65 -0.56
O 2.941 0.341 -1.052 -0.88 -0.62 -0.26 -0.02
O 2.703 0.794 1.015 -1.09 -0.79 -0.36 -0.03
Si 0.894 -0.959 0.130 -1.85 3.43 -0.49 0.91
H -0.716 1.280 -1.719 0.74 0.02 -0.36 -0.05
H -1.542 0.402 -0.783 -0.85 -0.51 0.43 -0.10
H 1.339 -2.243 -0.379 -0.05 -0.33 0.00 -0.08
H 0.283 -0.589 1.439 0.33 -0.81 -0.26 -0.05

=====

[4]
12
Properties=species:S:1:pos:R:3:forces:R:3:lowdin_charge:R:1 method="wB97M-V/def2-TZVPD" total_charge=-1 e_tot_ha=-1152.50902 gap_ev=9.13 de_lowest_kcal_mol=20.9
N 1.710 0.774 -0.800 -1.48 -1.40 -0.11 -0.24
N -0.506 0.578 1.316 1.25 -0.21 -1.83 -0.25
O -1.131 1.032 -0.993 0.24 -0.37 -0.10 -0.41
O -1.079 -1.324 -0.441 1.93 -1.08 0.46 -0.27
O -2.838 0.035 0.456 1.51 -0.37 -0.14 -0.38
O 1.412 -1.576 0.046 -0.08 -0.41 0.35 -0.55
P 1.854 -0.223 0.548 -0.83 0.50 -0.91 0.72
S -1.409 0.097 0.107 -2.78 2.69 -1.11 0.35
H 1.930 1.684 -0.451 -0.35 1.03 -0.34 -0.02
H 0.702 0.674 -1.267 2.17 0.90 1.06 0.06
H -0.629 -0.217 1.859 -0.05 -1.70 2.58 -0.06
H -0.016 -1.533 -0.379 -1.53 0.42 0.08 0.03

=====

[5]
8
Properties=species:S:1:pos:R:3:forces:R:3:lowdin_charge:R:1 method="wB97M-V/def2-TZVPD" e_tot_ha=-908.18149 gap_ev=9.33 de_lowest_kcal_mol=43.7 smiles=NN(S)S
N -0.913 -0.718 0.166 1.07 3.24 -0.68 -0.06
N 0.373 0.001 -0.446 -2.19 0.16 0.58 -1.02
S 1.812 -0.780 -0.016 -0.46 1.11 1.83 0.63
S 0.288 1.678 0.139 -0.74 -0.74 -0.91 0.62
H -0.799 -1.591 -0.259 -0.03 -1.93 -0.80 0.00
H -1.665 -0.231 -0.393 0.91 -0.81 0.74 0.06
H 1.818 -0.299 1.330 0.31 -0.90 -1.26 -0.10
H -0.913 1.941 -0.521 1.11 -0.12 0.52 -0.13

=====

[6]
8
Properties=species:S:1:pos:R:3:forces:R:3:lowdin_charge:R:1 method="wB97M-V/def2-TZVPD" e_tot_ha=-507.82971 gap_ev=9.49 de_lowest_kcal_mol=80.4 smiles=Pn1[nH][nH]1
P -1.315 0.050 0.033 -1.99 0.85 1.17 0.72
N 0.271 -0.020 -0.547 1.06 1.34 -1.88 -0.54
N 1.354 0.771 0.131 -1.37 0.01 -0.37 -0.04
N 1.338 -0.701 0.005 1.35 -0.66 2.35 -0.10
H -1.796 -1.070 -0.644 0.03 -0.36 -0.23 -0.13
H -2.026 0.978 -0.913 1.26 -0.85 0.65 -0.09
H 0.901 1.219 0.990 0.59 -1.65 -0.49 0.07
H 1.272 -1.227 0.945 -0.94 1.33 -1.21 0.11